The following is a quantum chemistry calculation of a molecular structure, C47H40N6O5P2S2Tc, from OMol25.

Computed properties:
Spin multiplicity = 4
Frontier orbital gap (spin up / spin down) = 7.36 / 5.91 eV
Highest occupied orbital energy (spin up / spin down) = -12.26 / -12.50 eV
LUMO (spin up / spin down) = -0.1802 / -0.2421 Ha
Charge = +2

Geometry (Å):
Tc -0.9092 -0.3180 -0.2049
O 2.3314 0.8666 -0.0252
S 1.4461 -0.1673 -0.5515
C 1.7846 -0.2944 -2.2882
C 3.1123 -0.2048 -2.6984
C 3.3976 -0.1872 -4.0508
C 2.3625 -0.2339 -4.9806
C 1.0451 -0.2754 -4.5594
C 0.7353 -0.2850 -3.1986
P -1.0229 -0.3217 -2.6974
C -1.5846 -1.7710 -3.6371
C -2.6369 -1.7372 -4.5509
C -2.9703 -2.8766 -5.2682
C -2.2575 -4.0516 -5.0860
C -1.1956 -4.0855 -4.1934
C -0.8553 -2.9520 -3.4765
C -1.7480 1.1729 -3.4191
C -0.9474 2.2728 -3.7221
C -1.5252 3.4571 -4.1591
C -2.9010 3.5519 -4.3028
C -3.7071 2.4654 -3.9881
C -3.1362 1.2887 -3.5324
C 1.9625 -1.6902 0.2458
C 2.9853 -2.4705 -0.2562
C 3.4465 -3.5524 0.4868
C 2.8825 -3.8421 1.7166
C 1.8365 -3.0665 2.2053
C 1.3665 -1.9727 1.4840
P -0.1289 -1.0542 2.0138
C -1.2100 -2.2947 2.7909
C -2.0507 -1.9274 3.8447
C -2.9658 -2.8379 4.3547
C -3.0496 -4.1164 3.8240
C -2.2090 -4.4937 2.7851
C -1.2911 -3.5918 2.2708
C 0.1854 0.1694 3.2939
C -0.8080 1.1621 3.3789
C -0.8143 2.1049 4.3800
C 0.1983 2.0671 5.3419
C 1.1925 1.1171 5.2732
C 1.2084 0.1721 4.2468
H 3.9014 -0.1119 -1.9639
H 4.4250 -0.1250 -4.3822
H 2.5854 -0.2193 -6.0388
H 0.2444 -0.2908 -5.2888
H -3.1824 -0.8260 -4.7425
H -3.7839 -2.8384 -5.9798
H -2.5221 -4.9377 -5.6469
H -0.6328 -4.9973 -4.0492
H -0.0219 -2.9929 -2.7864
H 0.1283 2.2153 -3.6186
H -0.8945 4.3037 -4.3940
H -3.3465 4.4711 -4.6583
H -4.7814 2.5351 -4.0973
H -3.7812 0.4587 -3.2651
H 3.4174 -2.2612 -1.2236
H 4.2417 -4.1700 0.0926
H 3.2367 -4.6860 2.2926
H 1.3695 -3.3317 3.1463
H -1.9799 -0.9403 4.2829
H -3.6036 -2.5487 5.1789
H -3.7591 -4.8253 4.2290
H -2.2610 -5.4932 2.3747
H -0.6308 -3.9083 1.4752
H -1.5971 1.1729 2.6328
H -1.5903 2.8560 4.4232
H 0.2132 2.7950 6.1418
H 1.9970 1.0884 5.9957
H 2.2975 -1.2084 3.4478
N 6.3220 3.0410 3.4379
C 5.1292 3.2379 2.8362
C 4.0521 2.3576 3.0773
C 2.8479 2.5582 2.4564
C 2.6955 3.6228 1.5653
C 3.7443 4.5209 1.3292
C 4.9509 4.3171 1.9448
S 1.1545 4.0225 0.9094
O 1.2776 4.8897 -0.2545
O 2.2707 -0.6652 4.2440
N 0.3616 2.6430 0.7212
C -0.9376 2.8089 0.4725
N -1.5507 3.9853 0.7233
C -2.7967 4.1493 0.3552
C -3.5233 3.1421 -0.2898
C -2.8780 1.9531 -0.4428
N -1.6034 1.7324 -0.0444
H 6.4314 2.3332 4.1416
H 7.0649 3.7090 3.3341
H 4.1767 1.5190 3.7511
H 2.0183 1.8858 2.6115
H 3.6022 5.3529 0.6533
H 5.7765 4.9893 1.7513
H -3.2431 5.1118 0.5797
H -4.5354 3.2876 -0.6331
H -3.3720 1.1241 -0.9272
N -2.9250 -1.1561 0.2736
N -3.0083 -2.3819 -0.4415
C -1.7892 -3.0612 -0.6009
O -1.7527 -4.2323 -0.8447
O -0.7282 -2.2695 -0.4845
H -3.0008 -1.3268 1.2797
H -3.7170 -0.5847 -0.0034
H -3.7590 -2.9966 -0.1502


The following is a quantum chemistry calculation of a molecular structure, C47H41N4O5SiTaTe in a non-equilibrium geometry, from OMol25.

Computed properties:
Relative energy (zero: lowest compared OMol25 entry of this formula, charge and spin) = 6.0 kcal/mol
Frontier orbital gap = 6.92 eV
Highest occupied orbital energy = -7.16 eV
LUMO = -0.0085 Ha
Charge = 0

Geometry (Å):
Ta 1.0185 -0.8051 -1.2220
C -9.0405 -0.2969 9.3571
O -9.2616 -0.4334 7.9679
C -8.1831 -0.4555 7.1548
C -6.8676 -0.3584 7.5900
C -5.8350 -0.3880 6.6648
C -6.0849 -0.5180 5.3030
C -7.4151 -0.6089 4.8788
C -8.4458 -0.5800 5.7887
C -5.0105 -0.5885 4.3171
N -5.1821 -0.6547 3.0174
C -3.9286 -0.7344 2.4778
C -2.9707 -0.7219 3.4735
N -3.6783 -0.6271 4.6441
C -1.5726 -0.7802 3.2120
C -0.5655 -0.7207 4.1857
C 0.7502 -0.7598 3.7940
C 1.0384 -0.8395 2.4290
N 0.1080 -0.8899 1.4995
C -1.1829 -0.8825 1.8580
C -2.1825 -0.9962 0.8030
N -1.7567 -1.2416 -0.4467
C -2.6420 -1.3416 -1.4140
C -4.0178 -1.1793 -1.2178
C -4.4787 -0.9524 0.0559
C -3.5540 -0.8824 1.1053
H -10.0251 -0.2938 9.8155
H -8.5306 0.6410 9.5932
H -8.4588 -1.1332 9.7539
H -6.6332 -0.2594 8.6410
H -4.8208 -0.2925 7.0335
H -7.6151 -0.7022 3.8203
H -9.4774 -0.6550 5.4706
H -3.2915 -0.6222 5.5692
H -0.8235 -0.6504 5.2358
H 1.5548 -0.7106 4.5140
H 2.0645 -0.8465 2.0837
H -2.2455 -1.5627 -2.4008
H -4.6956 -1.2384 -2.0583
H -5.5310 -0.8351 0.2787
O 3.7277 -0.9927 -1.9016
C 4.3543 0.2050 -1.4340
C 3.5133 0.6572 -0.1970
O 3.8068 1.5984 0.4991
O 2.4502 -0.0802 -0.0306
C 4.1937 1.2576 -2.5363
C 3.8124 0.8555 -3.8127
C 3.6113 1.7948 -4.8140
C 3.7957 3.1428 -4.5546
C 4.2172 3.5440 -3.2945
C 4.4190 2.6099 -2.2901
C 5.8215 -0.0633 -1.1226
C 6.4890 -1.0374 -1.8665
C 7.8167 -1.3410 -1.6071
C 8.5063 -0.6549 -0.6206
C 7.8616 0.3438 0.0931
C 6.5280 0.6389 -0.1509
H 4.2338 -1.7435 -1.5754
H 3.6617 -0.1927 -4.0278
H 3.3044 1.4575 -5.7963
H 3.6126 3.8810 -5.3250
H 4.3751 4.5938 -3.0823
H 4.7458 2.9383 -1.3139
H 5.9839 -1.5456 -2.6805
H 8.3095 -2.1145 -2.1818
H 9.5415 -0.8928 -0.4130
H 8.4003 0.8975 0.8512
H 6.0322 1.4047 0.4257
C 3.2885 -3.2070 -6.2577
C 3.3591 -3.4511 -4.8738
C 2.5891 -2.7383 -3.9959
C 1.7115 -1.7121 -4.4258
C 0.9486 -0.8923 -3.5216
C 0.1189 0.0530 -4.0935
C -0.0066 0.2339 -5.4860
C 0.7353 -0.5212 -6.3416
C 1.6191 -1.5025 -5.8319
C 2.4188 -2.2623 -6.7195
H 3.9009 -3.7785 -6.9431
H 4.0241 -4.2197 -4.4975
H 2.6354 -2.9871 -2.9480
H -0.4677 0.7074 -3.4632
H -0.6827 0.9926 -5.8614
H 0.6670 -0.3908 -7.4156
H 2.3238 -2.0745 -7.7832
Te 0.8312 -3.2980 -0.8007
C -2.2891 2.6143 -0.8938
Si -0.4442 2.2318 -0.7713
C 0.5090 3.4339 -1.8657
C 0.0901 2.4875 1.0193
O -0.2134 0.7002 -1.2558
H -2.4785 3.6623 -0.6497
H -2.8670 1.9984 -0.1989
H -2.6733 2.4270 -1.8996
H 0.2224 4.4582 -1.6136
H 0.2996 3.2796 -2.9272
H 1.5882 3.3440 -1.7265
H -0.0505 3.5338 1.3021
H 1.1435 2.2381 1.1721
H -0.5058 1.8755 1.7013